DFT (ωB97M-V/def2-TZVPD) results for C44H54IrN6PSi as an isolated structure at a distorted geometry.

Values from the calculation:
charge: +2
lowest unoccupied orbital energy (alpha / beta): -0.2256 / -0.2327 hartree
highest occupied orbital energy (alpha / beta): -11.77 / -11.33 eV

Each line ends with the Mulliken charge.
Positions of all 107 atoms, in Å:
Ir  0.590  0.401  0.224  1.52
N  -1.100  0.880  4.288  0.12
C  -0.460  1.161  3.156  -0.70
N  -0.228  0.296  2.210  -0.23
C  -0.648  -1.040  2.405  0.00
N  -0.443  -1.929  1.480  -1.80
N  0.121  -1.460  0.366  1.63
C  0.376  -2.222  -0.676  -1.69
C  0.845  -1.550  -1.830  1.57
C  1.135  -2.206  -3.037  -0.81
C  1.521  -1.483  -4.136  -0.87
C  1.615  -0.092  -4.030  -1.21
C  1.346  0.497  -2.818  -0.18
N  0.966  -0.185  -1.732  0.68
C  -1.366  -1.394  3.606  1.12
C  -1.855  -2.681  3.840  -0.52
C  -2.588  -2.944  4.978  -0.86
C  -2.825  -1.936  5.911  -0.56
C  -2.321  -0.664  5.713  -0.96
C  -1.605  -0.392  4.557  0.18
H  -1.250  1.603  4.977  0.29
H  -0.126  2.183  3.030  0.60
H  0.196  -3.287  -0.624  0.58
H  1.045  -3.283  -3.081  0.58
H  1.746  -1.968  -5.074  0.56
H  1.891  0.511  -4.881  0.56
H  1.441  1.571  -2.716  0.26
H  -1.639  -3.452  3.114  0.50
H  -2.977  -3.938  5.151  0.47
H  -3.404  -2.147  6.799  0.45
H  -2.477  0.116  6.448  0.47
N  1.085  2.534  0.019  -0.75
C  2.369  3.008  0.534  -0.06
C  2.555  4.374  0.694  -0.58
C  3.759  4.870  1.163  -0.81
C  4.789  3.994  1.473  -0.84
C  4.597  2.630  1.336  -0.82
C  3.388  2.118  0.862  0.16
P  3.057  0.320  0.846  1.89
C  3.858  -0.408  -0.608  0.08
C  4.394  0.315  -1.666  -0.25
C  4.946  -0.363  -2.745  -1.06
C  4.974  -1.749  -2.765  -0.49
C  4.437  -2.473  -1.708  -1.09
C  3.870  -1.806  -0.638  -0.18
C  4.135  -0.345  2.159  0.33
C  5.471  -0.646  1.884  -0.42
C  6.280  -1.162  2.883  -0.83
C  5.765  -1.392  4.152  -0.65
C  4.437  -1.101  4.425  -0.71
C  3.622  -0.579  3.432  -0.41
H  1.055  2.744  -0.977  0.38
H  0.365  3.129  0.421  0.39
H  1.745  5.055  0.455  0.52
H  3.885  5.937  1.287  0.42
H  5.734  4.375  1.834  0.47
H  5.394  1.952  1.606  0.47
H  4.382  1.399  -1.650  0.61
H  5.352  0.195  -3.577  0.46
H  5.402  -2.270  -3.611  0.44
H  4.449  -3.554  -1.726  0.49
H  3.428  -2.356  0.187  0.51
H  5.877  -0.488  0.895  0.62
H  7.315  -1.389  2.666  0.44
H  6.395  -1.811  4.924  0.42
H  4.030  -1.286  5.409  0.46
H  2.579  -0.366  3.634  0.28
C  -2.455  -2.366  -2.826  -1.61
C  -3.029  -0.970  -3.080  2.77
C  -4.489  -1.081  -3.505  -1.79
C  -2.212  -0.305  -4.189  -2.03
Si  -2.871  0.118  -1.437  -1.89
C  -3.962  -0.583  0.039  2.82
C  -3.547  0.155  1.321  -2.12
C  -5.454  -0.334  -0.198  -1.47
C  -3.712  -2.079  0.245  -2.06
C  -2.959  2.038  -1.765  2.57
C  -1.693  2.515  -2.490  -2.06
C  -4.198  2.421  -2.583  -1.70
C  -3.004  2.795  -0.430  -1.88
H  -2.423  -2.907  -3.776  0.57
H  -3.073  -2.944  -2.146  0.29
H  -1.441  -2.324  -2.433  0.14
H  -4.527  -1.552  -4.492  0.54
H  -4.982  -0.113  -3.594  0.32
H  -5.068  -1.707  -2.826  0.36
H  -2.246  -0.948  -5.074  0.63
H  -1.164  -0.178  -3.911  0.27
H  -2.635  0.653  -4.489  0.41
H  -3.972  1.153  1.365  0.32
H  -2.464  0.241  1.396  0.17
H  -3.907  -0.395  2.195  0.71
H  -5.669  0.727  -0.337  0.35
H  -6.011  -0.671  0.680  0.50
H  -5.841  -0.878  -1.057  0.27
H  -2.648  -2.317  0.291  0.37
H  -4.177  -2.673  -0.539  0.42
H  -4.161  -2.393  1.191  0.57
H  -1.600  2.110  -3.495  0.27
H  -0.804  2.222  -1.925  0.33
H  -1.715  3.604  -2.583  0.66
H  -4.157  2.023  -3.597  0.35
H  -4.260  3.509  -2.660  0.49
H  -5.118  2.071  -2.114  0.33
H  -2.207  2.463  0.242  0.09
H  -3.962  2.662  0.070  0.39
H  -2.881  3.865  -0.613  0.64


DFT (ωB97M-V/def2-TZVPD) results for one molecule with the formula H4N2Si at a distorted geometry.

Values from the calculation:
energy relative to the best compared isomer or geometry (same formula, charge and spin): 44.8 kcal/mol
SMILES string: N1N[SiH2]1
charge: 0
lowest unoccupied orbital energy: 0.0284 hartree
highest occupied orbital energy: -8.71 eV

Each line ends with the Mulliken charge.
Positions of all 7 atoms, in Å:
N  0.762  -0.715  0.067  -0.41
N  0.727  0.724  -0.160  -0.42
Si  -0.835  0.039  -0.087  0.52
H  1.401  -1.188  -0.585  0.23
H  1.081  1.105  0.849  0.27
H  -1.649  -0.080  -1.185  -0.11
H  -1.487  0.115  1.101  -0.10


DFT (ωB97M-V/def2-TZVPD) results for one molecule with the formula C9H11NSe at a distorted geometry.

Values from the calculation:
energy relative to the best compared isomer or geometry (same formula, charge and spin): 4.6 kcal/mol
SMILES string: C=C[Se]c1ccccc1NC
charge: 0
lowest unoccupied orbital energy: 0.0275 hartree
highest occupied orbital energy: -7.67 eV

Each line ends with the Mulliken charge.
Positions of all 22 atoms, in Å:
C  1.523  -2.405  0.013  -0.44
C  0.301  -3.054  -0.407  -0.74
C  1.561  -1.066  0.443  -0.60
C  -0.868  -2.284  -0.384  -0.46
C  0.397  -0.325  0.458  0.86
C  -0.836  -0.959  0.150  -0.18
C  -2.138  1.602  -0.615  -0.34
C  -1.590  1.743  -1.790  -0.56
C  1.399  1.878  1.151  -1.23
N  0.317  0.964  0.862  -0.17
Se  -2.525  0.035  0.364  0.02
H  2.398  -3.035  -0.021  0.35
H  0.304  -4.028  -0.711  0.50
H  2.545  -0.741  0.683  0.40
H  -1.832  -2.776  -0.533  0.34
H  -2.606  2.485  -0.220  0.38
H  -0.467  1.392  1.359  0.31
H  -1.846  2.773  -2.200  0.21
H  -1.037  1.007  -2.393  0.29
H  2.287  1.848  0.618  0.42
H  1.105  3.022  0.957  0.27
H  1.606  1.923  2.214  0.38


DFT (ωB97M-V/def2-TZVPD) results for C34H56CoN2O2P3 as an isolated structure at a distorted geometry.

Values from the calculation:
energy relative to the best compared isomer or geometry (same formula, charge and spin): 0.0 kcal/mol
charge: +1
lowest unoccupied orbital energy (alpha / beta): -0.0867 / -0.1461 hartree
highest occupied orbital energy (alpha / beta): -8.92 / -10.53 eV
2S+1: 4

Each line ends with the Mulliken charge.
Positions of all 98 atoms, in Å:
C  -1.242  -1.426  -1.988  0.03
C  0.724  -2.456  -1.225  0.60
C  -1.481  -2.444  -2.907  -0.65
C  0.447  -3.580  -2.075  -1.12
C  -0.631  -3.556  -2.923  -0.98
H  -2.349  -2.348  -3.553  0.55
H  1.163  -4.398  -2.060  0.54
H  -0.848  -4.370  -3.610  0.44
N  -0.188  -1.407  -1.132  1.41
P  -2.271  0.216  -0.066  0.00
P  2.356  -0.726  0.181  0.83
C  -2.210  -0.232  -1.844  -1.72
H  -1.811  0.625  -2.424  0.50
H  -3.194  -0.484  -2.268  0.81
C  0.446  1.505  1.266  1.03
O  0.693  2.460  1.879  -0.47
C  1.922  -2.321  -0.519  -1.82
H  2.622  -3.151  -0.525  0.35
C  3.513  0.024  -1.179  1.98
C  3.473  -1.116  1.701  2.34
C  -3.189  1.905  0.023  2.16
C  -3.440  -1.208  0.572  2.37
C  3.592  1.529  -0.892  -1.63
H  4.250  1.758  -0.040  0.30
H  4.002  2.024  -1.783  0.52
H  2.612  1.974  -0.689  0.15
C  4.932  -0.560  -1.216  -2.03
H  5.552  -0.311  -0.341  0.32
H  4.935  -1.648  -1.373  0.36
H  5.433  -0.109  -2.090  0.52
C  2.863  -0.269  -2.528  -1.06
H  3.279  0.399  -3.286  0.68
H  3.053  -1.299  -2.839  0.27
H  1.787  -0.118  -2.509  -0.40
C  4.172  0.178  2.142  -2.07
H  3.457  1.014  2.238  0.28
H  4.612  0.015  3.138  0.52
H  4.981  0.481  1.468  0.37
C  2.542  -1.534  2.829  -2.39
H  1.924  -0.684  3.134  0.13
H  1.894  -2.370  2.544  0.46
H  3.152  -1.853  3.689  0.79
C  4.442  -2.271  1.494  -1.93
H  5.180  -2.089  0.714  0.34
H  4.984  -2.414  2.436  0.53
H  3.912  -3.201  1.276  0.37
C  -3.861  -0.839  1.991  -1.78
H  -4.311  -1.723  2.470  0.72
H  -2.959  -0.558  2.541  -0.08
H  -4.598  -0.025  2.043  0.09
C  -2.632  -2.514  0.605  -1.44
H  -2.450  -2.896  -0.406  0.42
H  -1.676  -2.384  1.132  -0.15
H  -3.212  -3.280  1.140  0.61
C  -4.682  -1.448  -0.281  -1.81
H  -5.233  -2.272  0.196  0.54
H  -5.350  -0.582  -0.307  0.27
H  -4.438  -1.753  -1.304  0.31
C  -2.442  2.898  -0.864  -1.88
H  -2.468  2.619  -1.920  0.34
H  -2.918  3.880  -0.763  0.69
H  -1.401  3.011  -0.558  0.19
C  -3.104  2.390  1.479  -1.58
H  -2.064  2.422  1.833  0.17
H  -3.499  3.416  1.514  0.53
H  -3.696  1.780  2.173  0.25
C  -4.659  1.845  -0.422  -1.89
H  -4.777  1.430  -1.435  0.29
H  -5.311  1.302  0.280  0.36
H  -5.035  2.882  -0.451  0.51
Co  0.134  0.227  0.122  0.14
N  0.364  1.453  -1.287  -0.14
C  0.471  2.029  -2.300  1.34
C  0.634  2.764  -3.485  -0.33
C  0.441  4.165  -3.481  -0.49
C  0.988  2.099  -4.683  -0.23
C  0.602  4.884  -4.665  -0.70
H  0.171  4.662  -2.543  0.44
C  1.146  2.835  -5.856  -0.79
H  1.126  1.013  -4.670  0.39
C  0.953  4.223  -5.850  -0.38
H  0.454  5.966  -4.664  0.40
H  1.418  2.318  -6.779  0.40
H  1.077  4.792  -6.776  0.40
C  -2.181  -1.440  4.636  -1.31
P  -0.598  -0.924  3.973  1.07
C  -0.229  0.783  4.426  -0.91
C  0.420  -2.101  4.852  -1.20
O  -0.569  -1.178  2.472  -0.54
H  -2.427  -2.413  4.159  0.26
H  -2.973  -0.688  4.466  0.37
H  -1.977  -1.547  5.717  0.59
H  -0.385  0.826  5.528  0.46
H  0.820  1.045  4.160  0.22
H  -0.929  1.471  3.900  0.17
H  0.314  -3.065  4.320  0.29
H  1.471  -1.803  4.905  0.27
H  0.001  -2.148  5.872  0.58


| no. | DFT total energy (eV) |
| --- | --- |
| 1 | -75438.89383 |
| 2 | -10920.17638 |
| 3 | -76345.38659 |
| 4 | -108731.55778 |